[1]
Molecular formula: C2H10N2OSi
Method: DFT, ωB97M-V with the def2-TZVPD basis set

Summary:
**Energy relative to the best compared isomer or geometry (same formula, charge and spin)**: 372.16 kJ/mol
**LUMO**: 0.82 eV
**Orbital gap**: 0.3581 Ha
**Largest force on an atom**: 4.61 eV Å⁻¹
**Total charge**: 0
**HOMO**: -0.3281 Eh
**E**: -15139.90258 eV

Geometry as XYZ:
```
16
Properties=species:S:1:pos:R:3:forces:R:3
C 0.305 0.090 1.599 -0.88 0.10 3.21
C 0.983 -0.135 -0.691 3.81 1.46 2.14
N -2.459 -0.702 -2.000 -1.30 -1.43 -2.32
N 0.196 -0.309 0.255 -1.33 -0.92 -1.63
O -2.027 0.806 0.185 -1.26 1.78 0.94
Si -1.991 -0.585 -0.381 1.06 -0.36 0.20
H 1.048 -0.559 2.157 -0.88 0.45 -0.68
H 0.627 1.140 1.820 -0.30 -0.71 -0.74
H -0.770 -0.027 2.080 2.38 0.24 -0.84
H 4.401 1.551 1.102 -0.50 3.03 -1.64
H 0.816 -0.528 -1.633 -0.66 -0.68 -1.85
H 2.036 0.333 -0.528 -1.69 -0.39 -0.30
H -2.607 -1.603 -2.547 0.39 1.64 1.25
H -3.030 0.054 -2.466 1.25 -1.04 1.07
H -1.799 -1.851 0.365 -0.61 -0.15 -0.44
H 4.272 2.325 0.684 0.50 -3.03 1.64
```
Forces are in eV/Å.

***

[2]
Molecular formula: C21H44BrF3O2
Method: DFT, ωB97M-V with the def2-TZVPD basis set

Summary:
**LUMO**: 0.43 eV
**Orbital gap**: 0.4174 Ha
**SMILES**: O=CO[C@@H](Br)C(F)(F)F.CCCCCC.CCCCCC.CCCCCC
**Largest force on an atom**: 1.01 eV Å⁻¹
**Total charge**: 0
**HOMO**: -0.4016 Eh
**E**: -104781.48981 eV

Geometry as XYZ:
```
71
Properties=species:S:1:pos:R:3:forces:R:3
O 5.170 -7.879 4.823 -0.22 0.08 0.17
C 5.207 -7.228 3.826 0.40 -0.35 0.49
O 4.124 -6.713 3.194 0.30 0.24 0.20
C 3.022 -6.474 4.021 -0.64 0.40 -0.67
Br 2.497 -4.605 3.785 0.11 -0.22 0.06
C 1.865 -7.367 3.559 -0.46 0.46 -0.06
F 0.724 -7.021 4.184 0.35 -0.31 -0.05
F 2.119 -8.653 3.820 0.02 0.24 -0.11
F 1.664 -7.218 2.240 0.08 -0.28 0.32
H 6.145 -6.961 3.346 -0.04 0.06 -0.58
H 3.232 -6.594 5.071 0.09 -0.31 0.21
C 5.522 -1.983 2.758 -0.13 0.00 0.04
C 4.441 -1.679 1.725 0.12 -0.10 -0.02
C 4.919 -0.769 0.596 -0.06 0.05 -0.03
C 5.364 0.627 1.035 0.03 -0.02 0.04
C 4.304 1.435 1.782 -0.01 0.06 -0.11
C 3.058 1.717 0.948 0.00 0.00 0.13
H 5.867 -1.079 3.261 0.03 0.00 -0.01
H 5.138 -2.659 3.525 0.04 -0.01 0.01
H 6.384 -2.462 2.289 0.02 0.03 0.00
H 3.569 -1.244 2.223 -0.01 0.02 -0.02
H 4.101 -2.622 1.287 -0.05 0.01 0.01
H 4.121 -0.679 -0.146 0.01 0.01 0.00
H 5.756 -1.252 0.081 0.00 -0.03 0.01
H 5.673 1.186 0.146 -0.01 0.02 0.00
H 6.256 0.547 1.663 0.00 -0.01 0.00
H 4.746 2.387 2.087 0.00 -0.01 0.04
H 4.018 0.923 2.705 0.02 -0.02 0.00
H 3.314 2.267 0.040 -0.01 -0.03 -0.03
H 2.343 2.318 1.512 -0.02 0.01 -0.03
H 2.551 0.796 0.655 0.00 0.00 -0.02
C -2.003 1.662 -3.506 -0.02 -0.05 0.14
C -0.944 1.662 -2.408 -0.02 0.10 -0.07
C 0.487 1.715 -2.941 0.04 -0.03 0.04
C 0.896 0.519 -3.804 -0.05 0.01 -0.03
C 0.767 -0.840 -3.120 0.11 0.03 0.00
C 1.654 -0.978 -1.887 -0.10 -0.12 -0.01
H -1.918 0.785 -4.151 0.00 0.01 -0.02
H -3.003 1.652 -3.070 -0.02 0.01 -0.05
H -1.916 2.554 -4.130 0.00 -0.02 -0.03
H -1.079 0.786 -1.768 0.03 -0.01 0.01
H -1.104 2.534 -1.767 0.00 -0.02 0.03
H 1.176 1.807 -2.097 0.01 0.00 -0.01
H 0.612 2.627 -3.533 -0.01 0.01 0.01
H 1.935 0.661 -4.118 0.01 -0.02 0.00
H 0.305 0.511 -4.725 -0.01 0.02 0.01
H 1.040 -1.617 -3.839 -0.03 -0.01 0.00
H -0.274 -1.031 -2.846 -0.01 0.02 -0.02
H 2.705 -0.835 -2.148 0.01 0.04 0.02
H 1.550 -1.972 -1.448 0.04 0.01 0.03
H 1.392 -0.250 -1.117 0.01 0.01 -0.01
C -8.225 2.973 0.979 0.01 0.12 -0.02
C -8.002 3.658 -0.366 -0.07 -0.10 0.03
C -7.250 2.790 -1.374 0.03 0.04 -0.03
C -5.832 2.398 -0.953 -0.01 -0.02 0.04
C -4.901 3.573 -0.656 0.05 -0.04 -0.11
C -4.661 4.477 -1.861 0.03 0.02 0.13
H -7.281 2.731 1.471 0.00 -0.02 0.00
H -8.788 3.619 1.653 -0.01 -0.03 0.02
H -8.789 2.046 0.854 0.02 -0.03 0.01
H -7.475 4.604 -0.213 0.02 0.00 -0.02
H -8.974 3.918 -0.793 0.01 0.04 -0.01
H -7.214 3.313 -2.334 0.01 -0.01 0.00
H -7.823 1.875 -1.551 -0.02 0.00 0.00
H -5.391 1.790 -1.750 0.02 0.01 0.00
H -5.877 1.750 -0.074 -0.01 0.00 0.00
H -3.940 3.173 -0.321 0.00 0.01 0.03
H -5.291 4.165 0.176 -0.02 -0.02 0.01
H -4.228 3.911 -2.688 -0.03 0.01 -0.03
H -3.969 5.280 -1.605 0.01 0.01 -0.05
H -5.585 4.940 -2.212 0.00 -0.01 -0.01
```
Forces are in eV/Å.

***

[3]
Molecular formula: C54H50N9O20P2
Method: DFT, ωB97M-V with the def2-TZVPD basis set

Summary:
**LUMO**: -4.67 eV
**Orbital gap**: 0.2382 Ha
**Largest force on an atom**: 3.60 eV Å⁻¹
**Total charge**: +1
**HOMO**: -0.4098 Eh
**E**: -129725.29002 eV

Geometry as XYZ:
```
135
Properties=species:S:1:pos:R:3:forces:R:3
N 0.815 -0.691 2.453 -1.59 -0.11 -0.01
C -0.465 -0.679 3.075 -1.32 -0.57 0.64
C -1.007 -1.933 3.654 -1.47 1.11 1.13
C -0.298 -3.328 3.602 -0.98 1.19 -0.32
P -0.780 -4.112 1.953 -0.31 -1.03 -0.59
O -0.409 -5.538 1.862 -0.68 1.74 0.56
O -2.436 -3.897 1.801 2.36 0.78 0.17
O -0.076 -3.163 0.770 -1.91 -0.46 1.84
C -2.319 -1.886 4.338 2.02 2.45 -1.69
C -3.005 -0.607 4.372 0.64 -1.78 -0.07
N -2.495 0.549 3.804 0.14 -1.32 0.54
C -3.378 1.727 3.920 -2.22 1.86 -0.44
C -3.059 2.902 4.714 -2.19 -0.15 -1.20
C -4.083 3.960 4.746 -0.81 -1.44 -0.92
C -5.364 3.839 4.033 1.22 -1.64 -0.41
C -5.662 2.660 3.217 2.80 -0.27 1.41
C -4.650 1.607 3.185 0.27 1.47 1.00
C -1.272 0.559 3.164 1.72 -1.74 0.34
P -0.636 2.158 2.396 -0.77 2.35 -1.84
O -1.731 2.836 1.650 0.98 -1.04 1.14
O -0.052 3.100 3.638 -0.43 -1.44 -1.80
O 0.555 1.883 1.283 -0.76 -0.37 2.94
H 0.750 -0.495 1.437 0.32 0.31 0.71
H 1.256 -1.610 2.506 -0.18 0.35 0.15
H -0.750 -3.938 4.433 0.68 0.37 -0.99
H 0.815 -3.264 3.710 -1.01 -0.20 -0.16
H -2.637 -2.946 1.689 -0.24 -0.62 0.08
H -0.733 -2.451 0.609 0.79 -0.22 -0.44
H -2.719 -2.821 4.784 0.07 1.06 -0.33
H -4.010 -0.567 4.863 1.16 0.44 -0.58
H -2.099 2.997 5.264 -0.90 -0.08 -0.49
H -3.947 4.891 5.348 0.15 -1.07 -0.59
H -6.144 4.631 4.089 0.92 -0.58 0.07
H -6.586 2.500 2.623 0.73 0.42 0.70
H -4.864 0.686 2.596 0.37 0.84 0.50
H -0.145 4.017 3.289 0.06 -0.43 0.34
H 1.378 1.590 1.740 -0.26 0.08 -0.60
C 0.870 -2.075 -4.776 0.15 0.07 0.06
C 1.630 -0.912 -4.837 -0.11 -0.14 0.13
C 1.967 -0.241 -3.671 0.17 0.25 -0.09
C 1.541 -0.748 -2.450 -0.17 -0.30 -0.35
C 0.775 -1.907 -2.381 -0.10 -0.11 0.11
C 0.439 -2.570 -3.550 0.29 -0.09 -0.13
N 1.915 -0.060 -1.216 0.10 0.27 -0.40
O 2.569 0.955 -1.305 -0.21 -0.29 0.33
O 1.549 -0.551 -0.147 0.13 0.02 -0.33
H 0.613 -2.599 -5.689 -0.02 0.06 0.07
H 1.961 -0.531 -5.795 -0.01 0.02 0.09
H 2.559 0.663 -3.728 -0.04 -0.07 0.17
H 0.439 -2.301 -1.433 0.16 0.08 -0.03
H -0.159 -3.481 -3.501 0.60 0.53 0.13
C 1.518 -7.854 0.859 0.00 -0.05 0.04
C 2.395 -8.883 0.533 -0.05 0.20 -0.06
C 3.355 -8.694 -0.452 0.10 -0.21 0.02
C 3.430 -7.469 -1.100 -0.38 -0.07 0.41
C 2.554 -6.438 -0.787 -0.03 0.10 -0.01
C 1.594 -6.635 0.197 0.27 -0.02 -0.28
N 4.459 -7.256 -2.125 0.28 0.01 -0.26
O 5.198 -8.188 -2.388 -0.21 0.22 0.07
O 4.517 -6.158 -2.651 -0.06 -0.24 0.13
H 0.773 -8.002 1.632 0.03 0.06 -0.07
H 2.331 -9.833 1.051 0.04 0.05 -0.07
H 4.033 -9.502 -0.697 0.04 0.19 -0.11
H 2.608 -5.484 -1.295 0.15 -0.14 -0.07
H 0.908 -5.839 0.452 0.29 -0.31 -0.22
C 2.364 5.525 0.107 -0.02 0.01 -0.07
C 3.154 6.664 0.030 -0.18 -0.11 0.08
C 3.521 7.335 1.188 0.08 0.12 -0.05
C 3.094 6.854 2.418 -0.12 -0.22 -0.50
C 2.297 5.720 2.505 -0.17 -0.22 0.09
C 1.932 5.056 1.343 0.11 0.18 0.03
N 3.502 7.545 3.646 0.10 0.20 0.33
O 4.186 8.546 3.533 -0.13 -0.28 -0.01
O 3.135 7.075 4.709 0.04 0.08 -0.27
H 2.083 4.999 -0.799 0.02 0.03 0.07
H 3.487 7.027 -0.934 0.03 -0.02 0.11
H 4.138 8.222 1.117 -0.05 -0.06 0.18
H 1.959 5.345 3.463 0.20 0.19 0.05
H 1.313 4.168 1.397 0.11 0.13 -0.09
C 9.580 7.792 2.489 0.01 0.00 0.00
C 10.204 7.371 1.320 -0.17 0.02 0.09
C 9.450 6.844 0.281 0.16 -0.03 -0.15
C 8.072 6.748 0.423 0.31 0.23 0.46
C 7.441 7.160 1.590 -0.18 0.02 0.08
C 8.202 7.683 2.625 0.13 -0.02 -0.08
N 7.268 6.215 -0.682 -0.07 -0.13 -0.28
O 7.853 5.846 -1.683 -0.17 0.09 0.27
O 6.057 6.176 -0.535 0.27 0.01 -0.03
H 10.172 8.209 3.296 -0.04 -0.04 -0.05
H 11.279 7.457 1.219 -0.08 -0.03 -0.03
H 9.945 6.518 -0.625 -0.21 -0.01 0.00
H 6.367 7.082 1.705 0.08 -0.06 -0.17
H 7.719 8.010 3.539 -0.02 -0.03 -0.09
C -7.312 5.501 9.599 0.01 0.01 0.03
C -6.702 5.068 8.428 -0.18 0.01 0.08
C -7.472 4.555 7.393 0.23 -0.01 -0.12
C -8.849 4.486 7.540 0.30 0.21 0.42
C -9.468 4.908 8.708 -0.20 0.03 0.10
C -8.692 5.418 9.741 0.16 -0.04 -0.13
N -9.664 3.967 6.435 -0.26 -0.13 -0.28
O -9.081 3.587 5.431 -0.06 0.09 0.23
O -10.870 3.948 6.580 0.34 0.00 -0.02
H -6.710 5.906 10.404 -0.05 -0.03 -0.05
H -5.626 5.133 8.321 -0.07 -0.02 -0.02
H -6.987 4.220 6.485 -0.22 -0.04 0.01
H -10.542 4.851 8.827 0.07 -0.06 -0.19
H -9.164 5.753 10.656 -0.01 -0.04 -0.08
C -3.783 -6.346 -7.355 0.02 0.00 -0.03
C -3.322 -6.859 -6.149 -0.01 0.13 -0.08
C -2.818 -6.005 -5.178 0.07 -0.14 0.16
C -2.786 -4.638 -5.426 -0.19 -0.40 -0.41
C -3.238 -4.118 -6.631 -0.14 0.25 -0.05
C -3.738 -4.978 -7.598 0.03 -0.14 0.14
N -2.279 -3.733 -4.391 -0.30 0.00 -0.04
O -1.872 -4.232 -3.347 -0.59 -0.06 -0.20
O -2.293 -2.540 -4.620 -0.02 -0.28 0.19
H -4.181 -7.016 -8.110 0.03 0.04 0.05
H -3.357 -7.926 -5.964 0.02 0.08 0.03
H -2.462 -6.415 -4.242 0.00 0.20 -0.02
H -3.210 -3.054 -6.830 0.09 -0.07 0.19
H -4.096 -4.583 -8.541 0.03 0.02 0.08
C 2.119 -6.107 -10.386 0.01 -0.01 -0.01
C 1.668 -6.264 -9.081 0.00 0.10 -0.13
C 0.890 -5.278 -8.491 -0.05 -0.09 0.20
C 0.568 -4.140 -9.220 0.32 -0.46 -0.22
C 1.020 -3.971 -10.522 -0.02 0.16 -0.19
C 1.800 -4.960 -11.104 -0.02 -0.09 0.17
N -0.274 -3.107 -8.610 -0.08 0.20 -0.03
O -0.639 -3.280 -7.456 0.16 0.08 -0.27
O -0.566 -2.139 -9.285 0.03 -0.24 0.22
H 2.722 -6.882 -10.845 -0.03 0.06 0.04
H 1.920 -7.158 -8.524 -0.03 0.08 0.00
H 0.543 -5.410 -7.474 -0.07 0.16 -0.10
H 0.775 -3.083 -11.091 -0.08 -0.01 0.19
H 2.156 -4.841 -12.120 -0.04 0.03 0.07
```
Forces are in eV/Å.

***

Here are the calculated M numbers, same order: 106.2, 465.5, 1207.0 (g/mol).